(1)
This record from the Open Molecules 2025 dataset describes C5H10OPSr as an isolated structure at a distorted geometry. The level of theory is ωB97M-V/def2-TZVPD.

Total energy, hartree: -643.7070
Frontier orbital gap, eV: 4.0
M, g mol⁻¹: 204.73
Net charge: -1

CARTESIAN COORDINATES (ANGSTROEM)
C 0.278 -0.990 -1.050
C 1.528 -1.239 -1.682
C 1.491 -0.665 -2.983
C 0.206 -0.087 -3.188
C -0.555 -0.259 -1.999
Sr -2.148 0.589 1.172
P -0.312 -0.762 2.944
H -0.051 -1.373 -0.074
H 2.366 -1.780 -1.244
H 2.301 -0.682 -3.710
H -1.611 0.007 -1.846
H -0.136 0.408 -4.095
H 0.796 0.030 3.448
H 0.462 -1.968 2.751
H -0.825 -1.140 4.245
O -0.239 1.797 0.364
H 0.429 1.314 -0.176
H 0.013 2.741 0.345

These are the natural (NBO) partial charges, in e, on atoms 1 to 2: -0.45, -0.35

---

(2)
This record from the Open Molecules 2025 dataset describes an isolated ion of composition C3H8ClN2 and charge +1 at a distorted geometry. The level of theory is ωB97M-V/def2-TZVPD.

Total energy, hartree: -688.4735
Frontier orbital gap, eV: 9.8
M, g mol⁻¹: 107.56
Net charge: +1
SMILES string: CN/C(Cl)=[NH+]/C

CARTESIAN COORDINATES (ANGSTROEM)
C 0.683 -0.407 -0.021
C 0.182 2.208 -0.822
C -0.867 -2.105 0.886
N 1.029 1.258 -0.062
N -0.527 -0.825 0.242
Cl 2.011 -1.353 0.084
H 0.539 3.314 -1.003
H -0.152 1.833 -1.910
H -0.738 2.274 -0.211
H -0.565 -3.060 0.317
H -1.965 -2.185 0.754
H -0.360 -2.105 1.850
H 1.975 1.212 -0.452
H -1.246 -0.058 0.347

These are the natural (NBO) partial charges, in e, on atoms 1 to 2: 0.44, -0.47

---

(3)
This record from the Open Molecules 2025 dataset describes a 2-piece molecular cluster, CH4NO2Si overall at a distorted geometry. The level of theory is ωB97M-V/def2-TZVPD.

Total energy, hartree: -535.1152
2S+1: 3
Frontier orbital gap (alpha / beta), eV: 5.5 / 6.3
M, g mol⁻¹: 90.13
Net charge: -1

CARTESIAN COORDINATES (ANGSTROEM)
C 1.188 -0.945 -0.163
N -2.117 -0.702 -0.427
O 1.654 -2.052 -0.552
O 1.759 0.177 -0.172
Si -0.743 -0.711 0.463
H -2.174 -1.283 -1.241
H 1.113 2.891 0.088
H 0.474 2.649 0.172
H -1.154 -0.024 1.832

These are the natural (NBO) partial charges, in e, on atoms 1 to 2: 0.53, -1.30